[1]
Formula: C17H22Cl4ORe
Source: the Open Molecules 2025 dataset
Level of theory: the ωB97M-V functional and the def2-TZVPD basis

CARTESIAN COORDINATES (ANGSTROEM)
C -0.811 1.068 -2.779
C -1.696 -0.048 -2.557
C -0.918 -1.187 -2.226
C -3.152 -0.003 -2.804
C 0.477 -0.827 -2.353
C 0.542 0.561 -2.742
C 1.772 1.383 -2.834
C -1.223 2.488 -3.039
C -1.435 -2.545 -1.913
C 1.642 -1.695 -2.039
Re -0.287 0.397 -0.845
Cl -3.634 -1.066 0.366
Cl -1.494 1.968 0.479
Cl 0.026 -1.092 1.028
H -3.576 0.980 -2.598
H -3.647 -0.726 -2.160
H -3.389 -0.236 -3.849
H -2.252 -2.454 -1.181
H -0.637 -3.165 -1.499
H -1.829 -3.020 -2.822
H 1.404 -2.413 -1.250
H 2.497 -1.106 -1.691
H 1.951 -2.255 -2.929
H 2.630 0.749 -3.081
H 2.040 1.747 -1.861
H 1.625 2.307 -3.413
H -2.055 2.767 -2.372
H -1.565 2.650 -4.077
H -0.384 3.178 -2.857
O 1.242 1.278 -0.051
H 0.936 2.115 0.420
Cl 0.218 2.591 4.333
C 0.590 0.952 4.596
C -0.038 0.258 5.628
C 0.240 -1.097 5.835
C 1.133 -1.766 5.006
C 1.783 -1.098 3.978
C 1.534 0.306 3.708
C 2.121 0.954 2.639
H -0.728 0.774 6.277
H -0.245 -1.640 6.637
H 1.353 -2.830 5.144
H 2.496 -1.598 3.300
H 1.997 2.013 2.476
H 2.747 0.385 1.973

As for the expectation value of S²: 3.810. The gap between HOMO and LUMO (spin up / spin down) comes out at 5.3511 / 4.4574 eV. As for the spin multiplicity: 4. The value obtained for the highest occupied orbital energy (spin up / spin down) is -0.46 / 0.08 eV. As for the net charge: -2.

These are the natural (NBO) partial charges, in e, on atoms 1 to 5: atom 1 (C): -0.167, atom 2 (C): -0.035, atom 3 (C): -0.072, atom 4 (C): -0.644, atom 5 (C): -0.201


[2]
Formula: C17H22ClN3O7P
Source: the Open Molecules 2025 dataset
Level of theory: the ωB97M-V functional and the def2-TZVPD basis

CARTESIAN COORDINATES (ANGSTROEM)
O 2.766 -2.059 0.642
P 3.663 -0.848 -0.213
Cl 5.407 -1.866 -0.894
C 2.541 -0.432 -1.683
N 2.632 -0.835 -3.086
N 1.627 -0.262 -3.802
C 0.803 0.549 -2.980
N 1.404 0.416 -1.641
C 0.748 1.206 -0.559
C 0.549 0.457 0.831
C -0.592 -0.671 0.853
C -1.102 -1.159 -0.572
C -2.019 -0.377 -1.540
C -2.441 -1.058 -2.878
C -2.008 -2.491 -3.288
C -1.072 -3.273 -2.336
C -0.654 -2.601 -1.013
H 3.339 -2.833 0.840
H 3.363 -1.440 -3.506
H -0.099 1.194 -3.227
H 1.381 2.154 -0.383
H -0.256 1.587 -0.974
H 0.218 1.266 1.589
H 1.496 -0.002 1.281
H -1.497 -0.262 1.433
H -0.216 -1.566 1.462
H -2.347 0.667 -1.227
H -3.143 -0.521 -3.611
H -2.354 -2.982 -4.263
H -0.759 -4.333 -2.640
H 0.015 -3.212 -0.303
C -2.807 4.483 -1.340
C -1.896 5.672 -1.401
O -1.147 5.564 -0.198
C -1.172 4.258 0.176
O -0.502 3.793 1.054
O -2.056 3.545 -0.578
H -3.040 4.084 -2.328
H -3.742 4.698 -0.815
H -1.209 5.630 -2.251
H -2.443 6.615 -1.435
C 1.275 -2.409 5.554
C 1.324 -2.963 4.163
O 0.150 -2.430 3.565
C -0.177 -1.303 4.258
O -1.015 -0.518 3.918
O 0.572 -1.185 5.387
H 2.269 -2.232 5.968
H 0.713 -3.048 6.241
H 2.197 -2.613 3.603
H 1.307 -4.054 4.148

The gap between HOMO and LUMO comes out at 7.0517 eV. The value obtained for the highest occupied orbital energy is -11.16 eV. As for the net charge: +1.

These are the natural (NBO) partial charges, in e, on atoms 1 to 5: atom 1 (O): -0.967, atom 2 (P): 1.136, atom 3 (Cl): -0.263, atom 4 (C): 0.071, atom 5 (N): -0.305


[3]
Formula: C17H22FKN4S3
Source: the Open Molecules 2025 dataset
Level of theory: the ωB97M-V functional and the def2-TZVPD basis

CARTESIAN COORDINATES (ANGSTROEM)
K 0.957 0.838 -0.195
S -0.680 0.630 2.583
C -0.615 -1.126 2.408
C -0.217 -1.835 3.549
C -0.154 -3.221 3.613
C 0.251 -3.852 4.831
N 0.583 -4.343 5.820
C -0.500 -3.956 2.466
C -0.872 -3.273 1.321
C -0.942 -1.869 1.232
S -1.441 -1.204 -0.301
C -0.482 -5.390 2.456
N -0.468 -6.542 2.430
H 0.040 -1.253 4.425
H -1.134 -3.835 0.435
C -4.238 4.007 2.091
C -5.067 2.867 1.512
C -4.851 2.590 0.020
C -3.674 1.668 -0.285
N -2.420 2.179 0.232
C -1.673 3.086 -0.419
S -1.998 3.643 -1.982
N -0.606 3.514 0.303
C 0.557 4.235 -0.213
C 0.296 5.692 -0.576
C -0.518 6.457 0.457
C 0.119 6.513 1.837
H -4.511 4.195 3.133
H -4.402 4.933 1.533
H -3.171 3.797 2.066
H -6.125 3.098 1.683
H -4.870 1.948 2.074
H -4.732 3.530 -0.530
H -5.754 2.117 -0.384
H -3.577 1.490 -1.357
H -3.816 0.694 0.184
H -1.956 1.596 0.945
H -0.496 3.064 1.203
H 1.060 3.675 -1.006
H 1.273 4.188 0.611
H -0.203 5.751 -1.542
H 1.283 6.156 -0.701
H -1.507 5.996 0.537
H -0.693 7.473 0.089
H 0.230 5.519 2.274
H -0.487 7.097 2.533
H 1.116 6.962 1.804
F 2.752 2.040 -0.784

Its energy above the lowest of the compared OMol25 structures with the same formula, charge and spin is 0.0 kcal per mole. The gap between HOMO and LUMO comes out at 5.9670 eV. The value obtained for the highest occupied orbital energy is -1.51 eV. As for the net charge: -2.

These are the natural (NBO) partial charges, in e, on atoms 1 to 5: atom 1 (K): 0.944, atom 2 (S): -0.552, atom 3 (C): -0.170, atom 4 (C): -0.171, atom 5 (C): -0.216


[4]
Formula: C17H22N2O3S
Source: the Open Molecules 2025 dataset
Level of theory: the ωB97M-V functional and the def2-TZVPD basis

CARTESIAN COORDINATES (ANGSTROEM)
C 1.465 1.344 -5.053
O 1.295 1.164 -3.670
C 2.368 0.532 -3.018
C 2.462 -0.976 -3.287
C 1.205 -1.713 -2.827
N 1.060 -1.654 -1.390
C -0.057 -1.198 -0.790
O -1.072 -0.915 -1.389
C 0.075 -1.053 0.734
N -0.306 0.284 1.093
C 0.412 1.112 1.917
O 1.603 1.016 2.124
C -0.574 2.078 2.448
C -0.393 3.165 3.283
C -1.516 3.881 3.670
C -2.781 3.512 3.232
C -2.963 2.422 2.392
C -1.848 1.709 2.006
C -1.714 0.515 1.126
S -2.427 -1.062 1.797
C -0.852 -2.010 1.532
C -0.240 -2.296 2.899
C -1.164 -3.298 0.785
H 2.408 1.859 -5.272
H 1.444 0.395 -5.601
H 0.632 1.961 -5.383
H 2.191 0.706 -1.953
H 3.319 1.011 -3.299
H 2.605 -1.155 -4.353
H 3.337 -1.367 -2.762
H 1.245 -2.760 -3.151
H 0.315 -1.240 -3.249
H 1.885 -1.839 -0.842
H 1.115 -1.196 1.046
H 0.596 3.438 3.614
H -1.407 4.735 4.321
H -3.640 4.083 3.553
H -3.948 2.133 2.059
H -2.137 0.639 0.125
H 0.033 -1.369 3.399
H -0.956 -2.825 3.524
H 0.653 -2.912 2.794
H -0.243 -3.836 0.560
H -1.798 -3.934 1.398
H -1.687 -3.086 -0.144

Its energy above the lowest of the compared OMol25 structures with the same formula, charge and spin is 3.9 kcal per mole. As for the SMILES: COCCCNC(=O)[C@H]1N2C(=O)c3ccccc3[C@@H]2SC1(C)C. The gap between HOMO and LUMO comes out at 9.3104 eV. The value obtained for the highest occupied orbital energy is -8.67 eV.

These are the natural (NBO) partial charges, in e, on atoms 1 to 5: atom 1 (C): -0.250, atom 2 (O): -0.534, atom 3 (C): -0.064, atom 4 (C): -0.435, atom 5 (C): -0.235


[5]
Formula: C17H22N2O4
Source: the Open Molecules 2025 dataset
Level of theory: the ωB97M-V functional and the def2-TZVPD basis

CARTESIAN COORDINATES (ANGSTROEM)
C 3.788 -3.757 -0.393
C 2.694 -2.724 -0.199
O 3.286 -1.506 0.255
C 2.509 -0.708 0.999
O 1.413 -1.004 1.412
N 3.142 0.469 1.309
C 2.297 1.564 1.745
C 2.087 2.533 0.554
N 2.317 1.815 -0.679
C 1.401 0.934 -1.211
O 1.746 0.056 -1.985
C -0.010 1.146 -0.850
C -0.852 0.106 -0.838
C -2.261 0.124 -0.506
C -2.982 1.301 -0.279
C -4.321 1.263 0.033
C -4.995 0.043 0.135
O -6.316 0.120 0.449
C -7.052 -1.073 0.565
C -4.291 -1.136 -0.089
C -2.948 -1.086 -0.405
C 3.720 1.477 -0.836
C 4.260 0.918 0.504
H 4.295 -3.953 0.549
H 4.518 -3.396 -1.113
H 3.353 -4.682 -0.761
H 1.955 -3.054 0.539
H 2.184 -2.508 -1.144
H 1.350 1.130 2.070
H 2.771 2.075 2.587
H 2.812 3.352 0.591
H 1.088 2.962 0.584
H -0.334 2.146 -0.614
H -0.438 -0.866 -1.074
H -2.491 2.259 -0.356
H -4.880 2.169 0.205
H -7.066 -1.630 -0.377
H -8.067 -0.770 0.818
H -6.657 -1.713 1.361
H -4.779 -2.096 -0.019
H -2.412 -2.009 -0.573
H 4.276 2.368 -1.141
H 3.780 0.723 -1.622
H 4.941 0.087 0.336
H 4.778 1.693 1.075

Its energy above the lowest of the compared OMol25 structures with the same formula, charge and spin is 40.9 kcal per mole. As for the SMILES: CCOC(=O)N1CCN(C(=O)/C=C/c2ccc(OC)cc2)CC1. The gap between HOMO and LUMO comes out at 8.5864 eV. The value obtained for the highest occupied orbital energy is -8.06 eV.

These are the natural (NBO) partial charges, in e, on atoms 1 to 5: atom 1 (C): -0.621, atom 2 (C): -0.074, atom 3 (O): -0.528, atom 4 (C): 0.904, atom 5 (O): -0.657